The following is a DFT calculation (the ωB97M-V functional and the def2-TZVPD basis) of a 3-piece molecular cluster, C24H35Si overall in a non-equilibrium geometry.

Calculated values
**E_HOMO**: -11.4 eV
**Gap between HOMO and LUMO**: 5.972 eV
**Total charge**: +1
**LUMO energy**: -5.4 eV
**F_max**: 4.163 eV/Å

Positions of all 60 atoms, in Å:
C -0.122 -2.131 4.914
C -0.792 -1.544 3.668
C 0.063 -0.494 2.944
Si -0.798 0.419 1.441
C -2.471 1.090 2.240
C -2.508 1.985 3.517
C -3.881 2.453 3.999
C 0.226 2.024 1.307
C 1.699 1.758 1.044
C 2.531 3.030 0.854
H -0.574 0.171 -0.575
H -0.710 -2.988 5.247
H 0.888 -2.498 4.684
H -0.051 -1.435 5.762
H -0.914 -2.356 2.939
H -1.793 -1.157 3.914
H 0.378 0.344 3.615
H 1.000 -0.951 2.563
H -2.866 1.651 1.369
H -3.103 0.189 2.373
H -2.008 1.450 4.342
H -1.892 2.874 3.310
H -3.736 3.081 4.876
H -4.418 3.071 3.277
H -4.545 1.647 4.318
H -0.292 2.517 0.462
H -0.024 2.575 2.241
H 2.126 1.154 1.858
H 1.747 1.167 0.116
H 3.554 2.722 0.620
H 2.165 3.635 0.012
H 2.579 3.666 1.751
C 1.902 -1.215 -1.841
C 3.087 -1.270 -2.672
C 4.323 -1.623 -2.059
C 5.521 -1.592 -2.767
C 5.530 -1.242 -4.123
C 4.309 -0.961 -4.775
C 3.106 -0.997 -4.066
C 0.635 -0.944 -2.290
C -0.578 -1.068 -1.490
C -1.811 -0.928 -2.335
C -2.924 -0.237 -1.826
C -4.084 -0.058 -2.592
C -4.167 -0.535 -3.902
C -3.066 -1.218 -4.442
C -1.900 -1.408 -3.683
H 2.052 -1.476 -0.780
H 4.296 -1.900 -1.000
H 6.451 -1.843 -2.250
H 6.480 -1.192 -4.667
H 4.333 -0.716 -5.837
H 2.154 -0.800 -4.599
H 0.528 -0.663 -3.371
H -0.624 -1.959 -0.567
H -2.847 0.182 -0.823
H -4.933 0.476 -2.139
H -5.054 -0.371 -4.503
H -3.117 -1.603 -5.470
H -1.063 -1.957 -4.134

Atom charges from the Löwdin analysis, given in e for atoms 1 to 6: -0.108, -0.331, -0.275, 0.924, -0.281, -0.295